Below is the molecule C4H7NO2, with properties calculated with ωB97M-V/def2-TZVPD.

Geometry as ORCA input:
```
! RIJCOSX wB97M-V def2-TZVPD def2/J DEFGRID3
* xyz 0 1
C -2.180 -0.133 -0.225
C -0.739 0.193 0.056
N -0.183 1.330 0.127
O 0.000 -0.928 0.226
C 1.348 -0.686 0.613
C 2.142 0.035 -0.462
O 3.157 0.639 -0.228
H -2.523 -0.942 0.425
H -2.803 0.750 -0.064
H -2.298 -0.462 -1.262
H -0.851 2.080 -0.024
H 1.394 -0.102 1.536
H 1.784 -1.677 0.776
H 1.753 -0.097 -1.494
*
```

Output
SMILES: [H]/N=C(\C)OCC=O
Calculated total energy in Ha: -361.8309
LUMO energy in eV: 0.817